Record 1
Here is C52H43BaCl5F2N9O4S2 as an isolated structure from the Open Molecules 2025 dataset. Energies are from ωB97M-V/def2-TZVPD.

Geometry as XYZ:
```
118
Properties=species:S:1:pos:R:3:forces:R:3:lowdin_charge:R:1
Ba -1.279 -0.068 0.091 -0.2 1.3 1.1 1.5798
F -7.074 -0.194 -0.179 0.0 0.1 0.0 0.0285
C -5.994 0.337 -0.814 0.1 0.1 0.0 -0.2844
C -4.730 0.151 -0.295 -0.1 -0.1 0.0 -0.1146
C -3.587 0.601 -0.965 -0.8 0.2 -0.3 -0.2914
C -3.796 1.293 -2.170 -0.1 0.0 -0.1 -0.1891
C -5.090 1.533 -2.619 0.0 -0.1 0.0 -0.2290
F -5.311 2.283 -3.737 0.0 0.0 -0.1 0.0352
C -6.213 1.056 -1.972 -0.1 0.0 0.0 0.0414
C -2.628 1.716 -2.986 0.0 0.1 0.0 -0.2218
C -2.616 1.536 -4.372 0.0 0.0 -0.1 -0.0060
C -1.508 1.908 -5.106 0.0 0.0 0.1 -0.0630
C -0.411 2.441 -4.444 0.0 0.0 -0.1 -0.0714
C -0.492 2.566 -3.073 0.0 0.0 0.0 -0.1514
N -1.562 2.228 -2.353 0.0 -0.1 0.1 0.0801
H -4.655 -0.378 0.653 -0.1 0.0 0.0 0.0671
H -7.206 1.236 -2.358 0.0 0.0 0.0 0.1203
H -3.471 1.091 -4.860 0.0 0.0 0.0 0.1149
H -1.490 1.772 -6.180 0.0 0.0 0.0 0.1046
H 0.485 2.736 -4.973 0.0 0.0 0.0 0.1010
H 0.356 2.954 -2.514 0.0 0.0 0.0 0.0961
O 3.325 5.875 4.504 0.0 0.0 0.0 0.1115
C 1.998 5.928 4.766 0.0 0.0 0.0 -0.4822
O 1.541 6.916 5.269 0.0 0.0 0.0 0.1105
C 1.179 4.734 4.400 -0.1 0.0 -0.1 -0.1401
C 1.696 3.571 3.829 0.0 0.1 0.0 -0.0142
C 0.867 2.517 3.500 0.0 -0.2 0.0 0.0079
C -0.496 2.582 3.775 0.2 0.2 0.1 -0.2605
C -1.028 3.758 4.307 -0.1 0.0 0.0 -0.0187
C -0.195 4.817 4.614 0.1 0.0 0.0 -0.0059
N -1.270 1.457 3.467 -0.2 -0.1 -0.4 0.1445
C -2.182 1.102 4.263 0.1 0.0 0.3 -0.0827
C -3.092 -0.022 3.985 -0.2 -0.2 -0.1 -0.2463
C -4.177 -0.255 4.821 0.1 0.0 0.1 -0.0155
C -5.061 -1.275 4.502 0.0 0.0 0.0 -0.0558
C -4.822 -2.041 3.375 0.0 0.0 0.0 -0.0395
C -3.684 -1.768 2.624 0.0 0.0 0.1 -0.1362
N -2.850 -0.776 2.914 0.0 -0.1 -0.3 0.0854
H 3.573 5.020 4.137 0.0 0.0 0.0 0.0826
H 2.756 3.449 3.628 0.0 0.0 0.0 0.1113
H 1.258 1.609 3.056 0.0 0.1 0.0 0.0822
H -2.098 3.851 4.440 0.0 0.0 0.0 0.1065
H -0.592 5.733 5.031 0.0 0.0 0.0 0.1217
H -2.339 1.596 5.229 0.0 0.1 0.0 0.1308
H -4.319 0.355 5.704 0.0 0.0 0.0 0.1110
H -5.925 -1.466 5.126 0.0 0.0 0.0 0.1072
H -5.491 -2.835 3.075 0.0 0.0 0.0 0.1095
H -3.428 -2.378 1.760 0.0 0.0 0.0 0.0714
C 1.436 5.487 0.248 -0.1 0.0 0.0 0.0041
C 0.002 5.534 0.625 0.1 -0.1 0.0 -0.3451
N -0.639 6.586 1.022 -0.1 0.1 0.0 0.1106
N -1.899 6.126 1.282 0.1 0.0 0.0 0.0138
C -2.061 4.801 1.072 0.1 0.1 0.2 -0.8491
S -3.401 3.850 1.298 -0.1 -0.1 0.0 0.5810
N -0.818 4.433 0.642 0.0 0.1 -0.1 -0.0803
N -0.492 3.126 0.299 0.0 -0.5 0.1 0.0930
H 1.821 6.503 0.224 0.0 0.0 0.0 0.0868
H 1.576 5.025 -0.731 0.0 0.0 0.0 0.0796
H 2.003 4.912 0.979 0.1 -0.1 0.1 0.0761
H -2.621 6.751 1.589 0.0 0.0 0.0 0.1402
H -1.086 2.832 -0.488 -0.1 0.2 -0.2 0.0202
H 0.478 3.082 0.007 0.0 0.1 0.1 0.0269
Cl 1.021 -1.702 4.291 0.1 0.0 0.3 0.6783
C 2.220 -0.876 3.304 0.2 0.1 0.0 -0.6767
C 1.814 -0.371 2.081 0.5 0.1 0.1 -0.1988
C 2.795 0.332 1.405 -0.1 -0.1 0.1 -0.6976
Cl 2.348 1.079 -0.121 0.0 0.2 -0.2 0.6673
C 4.105 0.493 1.852 0.0 0.1 -0.1 -0.7151
Cl 5.281 1.372 0.931 0.0 0.0 0.0 0.6394
C 4.469 -0.074 3.071 -0.1 -0.1 0.0 -0.7154
Cl 6.092 0.057 3.644 0.0 0.0 0.0 0.6501
C 3.509 -0.757 3.819 0.0 0.0 0.0 -0.7058
Cl 3.949 -1.443 5.344 0.0 0.0 0.0 0.6489
C 2.133 -4.327 -3.697 -0.1 -0.1 0.0 -0.0857
C 1.105 -5.455 -3.589 0.1 0.1 0.1 -0.2230
C 0.622 -5.621 -2.155 0.0 -0.1 -0.1 -0.1772
N -0.329 -4.558 -1.838 0.0 -0.1 -0.1 0.0217
C -1.083 -4.465 -0.743 0.0 0.2 0.0 -0.8646
S -2.579 -3.715 -0.770 0.0 0.1 0.1 0.6252
N -0.622 -5.052 0.419 -0.1 -0.2 -0.1 0.1169
C 0.653 -5.224 0.972 -0.1 0.1 0.0 -0.3985
O 0.769 -6.006 1.891 0.0 0.0 0.0 0.0890
C 1.791 -4.402 0.473 0.2 0.0 0.2 -0.1603
C 3.074 -4.909 0.688 -0.1 0.0 0.0 -0.0263
C 4.182 -4.198 0.267 0.0 0.0 0.0 -0.0749
C 4.016 -2.969 -0.364 0.0 0.0 0.0 -0.0627
C 2.744 -2.450 -0.550 0.1 0.0 -0.1 -0.0725
C 1.631 -3.161 -0.130 0.0 0.0 0.0 -0.0375
H 2.343 -4.069 -4.736 0.0 0.0 0.0 0.0704
H 3.070 -4.624 -3.220 0.0 0.0 0.0 0.0799
H 1.777 -3.428 -3.189 0.0 -0.1 -0.1 0.0518
H 1.542 -6.401 -3.917 0.0 0.0 0.0 0.1057
H 0.248 -5.257 -4.241 0.0 -0.1 0.0 0.1089
H 1.489 -5.570 -1.497 0.0 -0.1 0.0 0.1007
H 0.135 -6.589 -2.002 0.0 0.0 0.0 0.1271
H -0.686 -4.023 -2.617 0.0 0.1 0.0 0.1204
H -1.362 -5.340 1.041 0.0 0.1 0.1 0.1316
H 3.172 -5.862 1.191 0.0 0.0 0.0 0.1159
H 5.176 -4.597 0.429 0.0 0.0 0.0 0.0991
H 4.882 -2.415 -0.708 0.0 0.0 0.0 0.1060
H 2.599 -1.492 -1.033 0.0 0.0 0.0 0.0517
H 0.655 -2.725 -0.271 0.1 0.0 0.0 0.0617
O -0.421 -1.804 1.645 -0.2 -1.1 0.7 -0.4252
H 0.428 -1.272 1.806 0.3 0.2 -0.2 -0.0817
H -0.853 -1.758 2.507 -0.1 -0.1 -0.1 -0.0296
C 0.080 -0.780 -1.939 0.8 -0.5 -1.4 -0.2988
C 0.781 -0.880 -2.943 -0.1 0.0 -0.1 -0.2290
C 1.604 -0.998 -4.109 0.0 0.1 0.0 -0.2945
C 2.986 -0.779 -4.032 0.0 0.0 -0.1 -0.0454
C 3.787 -0.910 -5.155 0.0 0.0 0.0 -0.0938
C 3.230 -1.256 -6.380 0.0 0.0 0.0 -0.1144
C 1.861 -1.473 -6.469 0.0 0.0 0.0 -0.1048
C 1.055 -1.345 -5.349 0.0 0.0 0.0 -0.0577
H 3.416 -0.502 -3.077 0.0 0.0 0.0 0.1022
H 4.855 -0.742 -5.077 0.0 0.0 0.0 0.0969
H 3.856 -1.350 -7.259 0.0 0.0 0.0 0.0914
H 1.423 -1.746 -7.422 0.0 0.0 0.0 0.0956
H -0.014 -1.509 -5.416 0.0 0.0 0.0 0.1125
```
Forces are in eV/Å.

Relative energy (zero: lowest compared OMol25 entry of this formula, charge and spin) in kcal/mol: 14.97
Charge: -1
2S+1: 1
Electronic energy in a.u.: -6123.75761
HOMO in eV: -5.14

Record 2
Here is C52H43CaN4O5P2S7 as an isolated structure from the Open Molecules 2025 dataset. Energies are from ωB97M-V/def2-TZVPD.

Geometry as XYZ:
```
114
Properties=species:S:1:pos:R:3:forces:R:3:lowdin_charge:R:1
Ca 0.049 -0.291 0.051 0.1 -0.6 0.1 1.3073
O 1.188 -2.053 1.031 0.2 -0.1 0.0 -0.3203
N 1.033 -2.889 2.034 0.0 0.0 0.0 -0.2189
C 1.989 -3.836 2.191 -0.1 0.1 0.0 -0.0689
C 1.955 -4.753 3.204 0.0 0.0 0.0 -0.1031
C 0.879 -4.693 4.100 0.0 0.0 0.0 -0.1092
C -0.084 -3.736 3.932 0.0 0.0 0.0 -0.1191
C -0.052 -2.782 2.880 0.1 -0.1 0.0 -0.7457
S -1.232 -1.605 2.646 0.0 0.1 -0.1 0.6184
H 2.758 -3.774 1.435 0.0 0.0 0.0 0.1310
H 2.742 -5.488 3.287 0.0 0.0 0.0 0.0937
H 0.805 -5.395 4.921 0.0 0.0 0.0 0.0987
H -0.922 -3.663 4.611 0.0 0.0 0.0 0.0940
O 0.468 1.191 1.807 -0.2 -0.1 0.0 -0.4549
P 0.918 2.612 1.858 0.2 0.1 0.0 0.7460
C 1.814 2.964 0.329 0.0 0.1 -0.1 -0.2654
P 2.977 1.645 -0.148 0.0 -0.1 0.0 0.7552
O 2.339 0.393 -0.647 -0.2 0.1 0.1 -0.3863
C 4.011 2.390 -1.425 0.1 0.0 0.0 -0.2504
C 4.517 3.687 -1.363 0.0 0.0 0.0 -0.0860
C 5.314 4.174 -2.388 0.0 0.0 0.0 -0.0821
C 5.604 3.369 -3.482 0.0 0.0 0.0 -0.0850
C 5.099 2.079 -3.550 0.0 0.0 0.0 -0.0738
C 4.305 1.587 -2.523 0.0 0.0 0.0 -0.0607
C 4.033 1.226 1.256 0.0 0.1 0.0 -0.2608
C 3.884 -0.059 1.773 0.0 0.0 0.0 -0.0577
C 4.670 -0.461 2.846 0.0 0.0 0.0 -0.0707
C 5.595 0.411 3.399 0.0 0.0 0.0 -0.0891
C 5.739 1.696 2.888 0.0 0.0 0.0 -0.0853
C 4.961 2.100 1.815 0.0 0.0 0.0 -0.0789
C -0.384 3.813 2.092 0.0 0.2 0.1 -0.2838
C -0.115 5.122 2.036 0.1 0.0 0.2 -0.1288
C -1.154 6.173 2.297 0.1 -0.1 0.0 -0.5196
C -2.309 5.620 3.162 -0.1 0.0 0.0 -0.3861
C -2.643 4.178 2.868 0.0 -0.1 0.0 -0.0762
C -1.724 3.320 2.436 0.0 0.0 0.0 -0.0729
C 2.040 2.833 3.260 0.0 0.0 0.0 -0.2595
C 2.688 4.037 3.533 0.0 0.0 0.0 -0.0855
C 3.497 4.156 4.651 0.0 0.0 0.0 -0.0858
C 3.655 3.073 5.509 0.0 0.0 0.0 -0.0910
C 3.010 1.876 5.243 0.0 0.0 0.0 -0.0765
C 2.202 1.752 4.119 0.0 0.0 0.0 -0.0604
H 2.309 3.937 0.339 0.0 0.0 0.0 0.0660
H 1.047 2.962 -0.467 0.0 0.1 0.0 0.0651
H 4.284 4.334 -0.526 0.0 0.0 0.0 0.0951
H 5.697 5.185 -2.338 0.0 0.0 0.0 0.1024
H 6.218 3.753 -4.287 0.0 0.0 0.0 0.1008
H 5.313 1.451 -4.405 0.0 0.0 0.0 0.1032
H 3.893 0.587 -2.572 0.0 0.0 0.0 0.0964
H 3.144 -0.729 1.345 0.0 0.0 0.0 0.0866
H 4.546 -1.457 3.253 0.0 0.0 0.0 0.1033
H 6.201 0.096 4.240 0.0 0.0 0.0 0.1021
H 6.452 2.382 3.327 0.0 0.0 0.0 0.1040
H 5.081 3.104 1.421 0.0 0.0 0.0 0.1019
H 0.856 5.487 1.716 -0.1 0.0 0.0 0.0962
H -0.711 7.015 2.831 0.0 0.0 0.0 0.1078
H -1.954 5.655 4.198 0.0 0.0 0.0 0.1275
H -3.646 3.837 3.095 0.0 0.0 0.0 0.1185
H -1.944 2.270 2.296 0.0 0.0 0.0 0.1122
H 2.553 4.895 2.885 0.0 0.0 0.0 0.0948
H 3.995 5.094 4.859 0.0 0.0 0.0 0.1009
H 4.283 3.168 6.387 0.0 0.0 0.0 0.1002
H 3.131 1.031 5.909 0.0 0.0 0.0 0.1071
H 1.689 0.823 3.897 0.0 0.0 0.0 0.1128
N 1.226 -3.874 -3.066 0.0 -0.1 0.0 0.1685
C 1.697 -2.831 -3.839 0.0 0.0 0.0 -0.1884
C 2.436 -2.786 -5.017 0.0 0.0 0.0 -0.0344
C 2.717 -1.529 -5.520 0.0 0.0 0.0 -0.1031
C 2.281 -0.363 -4.872 0.0 0.0 0.0 -0.0889
C 1.551 -0.414 -3.699 0.1 0.0 -0.1 -0.0048
C 1.252 -1.676 -3.187 -0.1 0.1 0.0 -0.1925
N 0.520 -2.019 -2.057 0.1 0.2 0.1 0.1760
C 0.529 -3.319 -2.025 0.0 0.0 0.0 -0.2614
C -0.093 -4.139 -0.985 0.0 0.0 0.0 -0.3299
C 0.356 -5.351 -0.549 0.0 0.1 0.0 -0.3593
S -0.647 -5.899 0.722 0.1 -0.1 0.0 1.0119
C -1.594 -4.478 0.566 -0.1 0.2 0.0 -0.4638
N -1.206 -3.655 -0.353 0.0 -0.1 0.0 0.0797
H 1.280 -4.856 -3.267 0.0 0.0 0.0 0.1546
H 2.772 -3.684 -5.520 0.0 0.0 0.0 0.1009
H 3.283 -1.443 -6.439 0.0 0.0 0.0 0.0942
H 2.517 0.601 -5.306 0.0 0.0 0.0 0.1012
H 1.217 0.473 -3.180 0.0 0.0 0.0 0.0893
H 1.236 -5.890 -0.863 0.0 0.0 0.0 0.0722
H -2.433 -4.277 1.218 0.0 0.0 0.0 0.0795
C -3.897 -1.254 -1.966 -0.1 0.0 0.0 -0.0171
C -2.672 -0.399 -1.719 0.1 0.1 0.0 -0.3754
O -2.106 -0.552 -0.635 -0.2 0.0 -0.1 -0.1182
C -2.224 0.535 -2.742 -0.1 0.0 0.0 -0.0919
C -2.998 0.675 -3.913 0.0 0.0 -0.1 -0.0576
C -2.691 1.574 -4.903 0.0 -0.1 0.0 -0.1145
C -1.561 2.390 -4.733 0.1 0.1 0.0 -0.0941
C -0.780 2.288 -3.616 0.0 0.0 0.0 -0.0552
C -1.058 1.354 -2.571 0.0 0.1 0.2 -0.4074
O -0.259 1.287 -1.571 -0.1 0.0 -0.1 -0.2427
H -4.037 -1.886 -1.093 0.0 0.0 0.0 0.0783
H -3.760 -1.879 -2.851 0.0 0.0 0.0 0.0844
H -4.786 -0.641 -2.124 0.0 0.0 0.0 0.0830
H -3.877 0.055 -4.035 0.0 0.0 0.0 0.0941
H -3.312 1.660 -5.784 0.0 0.0 0.0 0.0859
H -1.308 3.124 -5.491 0.0 0.0 0.0 0.0979
H 0.077 2.936 -3.470 0.0 0.0 0.0 0.1093
C -5.257 4.166 -1.484 0.0 0.0 -0.1 -0.4246
S -4.954 4.021 0.288 0.0 0.0 0.0 0.7634
C -3.876 5.372 0.633 -0.2 -0.1 0.0 -1.0300
C -2.611 5.483 0.110 0.1 -0.1 -0.1 -1.1424
S -1.832 4.396 -0.911 -0.1 -0.1 -0.3 0.5801
S -1.635 6.885 0.697 -0.1 0.2 0.0 0.8751
C -3.509 6.547 3.131 0.1 0.0 0.1 -1.1273
S -3.777 7.622 4.348 0.0 0.0 0.0 0.5756
S -4.572 6.493 1.793 0.0 0.1 0.0 0.8780
H -5.924 3.343 -1.745 0.0 0.0 0.0 0.0224
H -4.323 4.070 -2.037 0.0 0.0 0.0 -0.0122
H -5.747 5.110 -1.721 0.0 0.0 0.0 0.0314
```
Forces are in eV/Å.

Relative energy (zero: lowest compared OMol25 entry of this formula, charge and spin) in kcal/mol: 14.60
Charge: -1
2S+1: 1
Electronic energy in a.u.: -6750.53913
HOMO in eV: -3.86